The following is a DFT calculation (ωB97M-V/def2-TZVPD) of a molecular structure, C18H46AlB2BrF4Li2NO15PS2.

- highest occupied orbital energy (eV) = -5.407
- orbital gap (eV) = 0.88

Last column: Mulliken charge in e.
Atoms and positions in Å:
Br -2.0997 1.0593 5.5219  -0.20
S -0.9209 7.4789 -2.9692  1.19
S -1.1305 -6.4977 -2.0857  1.19
P 1.3027 -3.5426 3.6677  0.53
Al -1.6025 -2.8134 1.5779  -0.55
F -3.1515 0.0108 -0.6529  -0.87
F -0.5462 -6.8400 0.4739  -0.15
F 0.5114 -8.1810 -0.8463  -0.24
F -1.5595 -8.5234 -0.4184  -0.22
O -0.7669 6.1000 -3.3175  -0.62
O -0.0595 -5.5293 -2.1807  -0.49
O 4.7959 -0.0458 2.5402  -0.56
O 0.5139 -3.5425 -3.3997  -0.74
O 3.4125 -0.0930 4.4619  -0.54
O 2.2948 -0.7268 1.0404  -0.66
O 0.5552 -3.6948 4.9528  -0.70
O 0.3290 -1.6305 1.8454  -0.89
O -2.4092 -5.9060 -1.7062  -0.85
O -0.4454 -8.2490 2.4571  -0.68
O 0.8599 -8.7638 -5.0793  -0.64
O -1.2139 -7.4047 -3.2098  -0.68
O -1.4614 3.5510 -1.3355  -0.36
O -0.2698 8.3752 -4.1425  -0.24
O -2.1959 8.0273 -2.6279  -0.60
N -2.0067 -2.2050 -0.1465  0.33
C -0.3599 2.6740 1.6657  -1.28
C -1.8749 -0.0162 3.8863  -0.50
C 3.3876 1.3210 4.6317  -0.78
C -2.4178 4.4504 -0.8007  -0.52
C -2.1524 8.7446 -5.6380  -0.95
C 1.1948 -1.8128 2.9635  1.14
C 0.3185 0.5408 0.3014  -0.48
C -0.0110 -1.8762 -1.7312  0.59
C 0.5360 -0.9232 4.0440  -0.70
C -0.6611 -7.5648 -0.6564  0.56
C 0.7814 -2.1764 -0.4843  -0.66
C 3.4980 -2.5618 1.8085  -2.69
C 2.5669 -1.3598 2.3011  1.09
C -0.9755 -1.2360 4.1021  0.50
C -0.7594 8.1534 -5.4522  -0.39
C 0.7848 1.6819 1.2496  0.33
C 0.2233 7.8867 -1.6967  -0.93
C -1.5288 -2.1406 -1.5419  0.24
B 0.8903 -0.9439 0.6749  0.72
B 3.5964 -0.4658 3.1373  1.02
Li -2.9566 7.1843 -7.9904  0.99
Li -2.4205 -4.1772 -2.8235  0.88
H 0.6047 0.1617 3.8737  -0.10
H -1.9443 -1.2474 0.2504  -0.07
H 0.3681 -2.6339 -2.5441  -0.39
H 1.3547 -9.4498 -4.6230  0.30
H -2.8852 8.2342 -5.0108  0.45
H -0.7454 7.0825 -5.6868  0.36
H 1.2897 1.3472 2.1665  -0.94
H 1.3630 -4.0005 -3.3623  0.29
H 0.2673 -3.0396 -0.0243  0.09
H -2.6731 4.1315 0.2066  0.30
H 1.5283 2.2867 0.7034  0.61
H 0.9828 -1.0849 5.0355  0.76
H -3.3192 4.4446 -1.4198  0.31
H 2.8315 -3.3132 1.3463  0.50
H 4.0353 1.5989 5.4766  0.27
H -2.1699 9.7965 -5.3589  0.26
H -1.3063 2.1211 1.6116  0.29
H -3.0122 -2.3810 -0.1804  0.41
H -0.3248 3.5227 0.9787  0.13
H -0.3326 -7.4535 3.0002  0.23
H -2.4814 8.6488 -6.6841  0.12
H -1.1806 -1.6334 5.1060  0.53
H 0.0921 -8.6089 -4.5089  0.37
H 4.1138 -2.9934 2.6076  0.50
H -0.0638 8.6404 -6.1356  0.30
H 5.4212 -0.7763 2.5201  0.27
H -1.2061 -2.0522 3.3917  -0.40
H 0.7786 -4.5115 2.7636  0.00
H 2.3699 1.6915 4.8380  0.22
H 1.7832 -2.5491 -0.7440  0.60
H -2.8853 -0.3909 3.6636  0.48
H -1.5823 0.5910 3.0252  0.07
H -0.1656 2.9671 2.7097  0.35
H -1.7701 -3.0799 -2.0483  -1.07
H 4.0793 -2.1471 0.9803  0.59
H -0.7885 0.5685 0.2306  0.05
H -0.1294 7.4143 -0.7814  0.37
H -2.1159 -1.3502 -2.0391  0.50
H -1.2536 3.8541 -2.2237  0.23
H 0.6992 0.7916 -0.7048  0.21
H 1.2044 7.5034 -1.9654  0.33
H 2.6449 -3.9273 3.9378  0.09
H -1.9949 5.4617 -0.7641  0.08
H 0.2439 8.9669 -1.5747  0.34
H 3.7592 1.8818 3.7603  0.32
H 0.1196 -0.8804 -2.1715  0.54